{
  "formula": "C48H78BrI2N15O9PS",
  "method": "ωB97M-V/def2-TZVPD",
  "symbols": ["C", "C", "S", "C", "N", "C", "C", "C", "O", "Br", "C", "C", "C", "C", "C", "N", "C", "C", "C", "O", "C", "C", "O", "O", "C", "C", "O", "N", "C", "C", "P", "O", "O", "O", "C", "O", "C", "I", "C", "C", "I", "H", "H", "H", "H", "H", "H", "H", "H", "H", "H", "H", "H", "H", "H", "H", "H", "H", "H", "H", "H", "H", "H", "H", "H", "H", "H", "H", "H", "H", "H", "H", "H", "H", "H", "H", "H", "H", "H", "H", "H", "H", "H", "C", "C", "N", "H", "H", "H", "C", "C", "N", "H", "H", "H", "C", "C", "N", "H", "H", "H", "C", "C", "N", "H", "H", "H", "C", "C", "N", "H", "H", "H", "C", "C", "N", "H", "H", "H", "C", "C", "N", "H", "H", "H", "C", "C", "N", "H", "H", "H", "C", "C", "N", "H", "H", "H", "C", "C", "N", "H", "H", "H", "C", "C", "N", "H", "H", "H", "C", "C", "N", "H", "H", "H"],
  "xyz": [[5.73207, -3.91018, -0.63970], [4.19796, -4.01558, -0.62643], [3.38094, -2.60170, -1.41565], [2.30842, -1.98089, -0.03310], [1.87387, -0.56394, -0.21579], [0.54986, -0.19494, 0.44915], [-0.49563, -1.31002, 0.53272], [-0.41400, -2.19426, 1.77111], [-0.57377, -1.74528, 2.85620], [-0.15775, -4.10469, 1.62474], [-0.08455, 1.08016, -0.17213], [-1.11930, 0.77265, -1.29353], [-2.60472, 0.90794, -0.93876], [-3.48568, 0.36762, -2.08157], [-4.88622, 0.12559, -1.49168], [-4.91778, -1.11119, -0.70018], [-6.09997, -1.15725, 0.19679], [-4.94078, -2.24335, -1.54017], [-4.79946, -3.59632, -0.89081], [-5.06038, -2.16652, -2.74102], [-0.60069, 2.12318, 0.84163], [-1.47701, 1.68216, 1.97773], [-1.99059, 0.61411, 2.14288], [-1.64449, 2.67513, 2.89520], [-2.14028, 2.16205, 4.11706], [-1.16334, 1.55424, 5.06554], [-3.30175, 2.25364, 4.34428], [0.96363, 1.81862, -0.94760], [2.28609, 1.92237, -0.34811], [3.10750, 2.70662, -1.38949], [4.63189, 3.46094, -0.83672], [5.86569, 2.70178, -1.12930], [4.51627, 3.95309, 0.67775], [4.70836, 4.85019, -1.62882], [2.92172, 0.51071, -0.05554], [3.78110, 0.32520, -1.13684], [3.78683, 0.59745, 1.23433], [5.36192, -0.89986, 1.31345], [3.24341, 0.73149, 2.67240], [2.29437, 1.88207, 2.99443], [2.58127, -1.06254, 3.66438], [6.15546, -4.21027, 0.32201], [6.17473, -4.56329, -1.39037], [6.09977, -2.90541, -0.84482], [3.92417, -4.93042, -1.14698], [3.88251, -4.14045, 0.40573], [1.46869, -2.66249, -0.10334], [2.81090, -2.19622, 0.90476], [1.64665, -0.51102, -1.22645], [0.80916, 0.05081, 1.48383], [-1.51841, -0.94662, 0.54557], [-0.42205, -1.94225, -0.35773], [-0.95836, 1.47015, -2.11794], [-0.91172, -0.20360, -1.74072], [-2.91955, 0.38284, -0.03928], [-2.85429, 1.97001, -0.85632], [-3.56913, 1.08062, -2.89827], [-3.09936, -0.60143, -2.39789], [-5.05959, 0.93382, -0.77421], [-5.67987, 0.18694, -2.23973], [-5.91051, -1.82915, 1.03280], [-6.97913, -1.53741, -0.33238], [-6.34053, -0.17262, 0.58816], [-3.83400, -4.01981, -1.16797], [-5.58375, -4.25430, -1.26233], [-4.90027, -3.55035, 0.19163], [0.21154, 2.70765, 1.27550], [-1.17643, 2.86067, 0.27279], [-1.42115, 1.90035, 6.06547], [-1.24640, 0.46802, 5.10383], [-0.13169, 1.84418, 4.87711], [0.56131, 2.73969, -1.07103], [2.29057, 2.58655, 0.52449], [3.19605, 2.19122, -2.34338], [2.46355, 3.57030, -1.60173], [5.33849, 3.71763, 1.13189], [5.14339, 4.66725, -2.47459], [4.66354, 0.68444, -0.95085], [4.39930, 1.48648, 1.08890], [4.13451, 0.95517, 3.25718], [1.23937, 1.66929, 2.83870], [2.39391, 2.06994, 4.06624], [2.59562, 2.81993, 2.52292], [-3.24724, 1.75502, 8.89092], [-1.82002, 1.49635, 8.74322], [-0.69562, 1.29188, 8.63532], [-3.81360, 1.00129, 8.34398], [-3.52693, 1.72659, 9.94786], [-3.48872, 2.73998, 8.49561], [-6.78793, 1.55625, 11.77491], [-5.50627, 2.22924, 11.60128], [-4.49691, 2.76234, 11.47035], [-6.67464, 0.49047, 11.58538], [-7.14405, 1.70053, 12.79292], [-7.51807, 1.96729, 11.08050], [-5.81408, 0.31762, 4.55033], [-6.83246, 0.68728, 3.57506], [-7.63477, 0.97898, 2.80661], [-5.87720, 0.96870, 5.41964], [-5.96030, -0.71503, 4.86358], [-4.82865, 0.42173, 4.10358], [7.38042, -1.80195, -3.56569], [7.53639, -3.25185, -3.57263], [7.65666, -4.39409, -3.57647], [8.20559, -1.33606, -4.09960], [6.44934, -1.52505, -4.05566], [7.36534, -1.43697, -2.53914], [5.00538, -7.90834, 0.83910], [4.02723, -6.88547, 1.18968], [3.25703, -6.07851, 1.46419], [4.53829, -8.89065, 0.87012], [5.38777, -7.72659, -0.16408], [5.83288, -7.88453, 1.54541], [2.56753, 7.74757, -3.37629], [2.99904, 6.55303, -4.08890], [3.36269, 5.59048, -4.60129], [2.69358, 7.59886, -2.31095], [3.16019, 8.60481, -3.69107], [1.51796, 7.94650, -3.58179], [-7.40935, -7.10687, -3.11278], [-7.53218, -6.39096, -1.84426], [-7.62804, -5.82545, -0.84862], [-8.29612, -7.71202, -3.28070], [-7.30690, -6.39617, -3.92756], [-6.54027, -7.75534, -3.08925], [-4.59130, -7.54469, -6.37161], [-5.84859, -8.08167, -5.86521], [-6.83944, -8.50209, -5.46501], [-4.01277, -7.12176, -5.55211], [-4.01493, -8.33840, -6.84275], [-4.79175, -6.76607, -7.10494], [2.46548, -1.38068, -5.58947], [2.69992, -0.68158, -4.33328], [2.88391, -0.13309, -3.33828], [1.47281, -1.82683, -5.58063], [2.53406, -0.67919, -6.41866], [3.20912, -2.16469, -5.72229], [6.82442, 2.45617, -4.40578], [7.17208, 1.20629, -5.06780], [7.43689, 0.21326, -5.58139], [6.91289, 2.33937, -3.32575], [7.48940, 3.25191, -4.73733], [5.79733, 2.72619, -4.65224], [-3.91835, 3.63479, -5.45586], [-2.89389, 2.60479, -5.32461], [-2.08565, 1.79472, -5.22567], [-3.87430, 4.31216, -4.60518], [-3.75613, 4.20147, -6.37051], [-4.90317, 3.17296, -5.49328], [3.52411, 7.80617, 1.10865], [2.39042, 8.09975, 0.23915], [1.49854, 8.33658, -0.44560], [3.47347, 8.42650, 2.00139], [3.50546, 6.75738, 1.39976], [4.45502, 8.01212, 0.58338]],
  "atomic_forces_ev_per_a": [[0.33, -0.12, -0.09], [0.62, -0.08, 0.31], [-0.03, 0.27, -0.04], [0.77, -1.58, -0.43], [-0.92, -0.21, -0.88], [-0.73, 0.80, 1.82], [0.73, -1.71, -1.07], [-0.29, 0.56, 0.79], [0.14, 0.00, -0.04], [0.05, 0.05, -0.45], [0.61, 0.80, -1.50], [-0.56, 0.12, 0.42], [-0.07, -0.25, -0.96], [-0.61, -0.27, 1.03], [0.24, 0.59, 0.31], [-0.59, 0.16, -0.59], [0.12, -0.41, 0.22], [-0.01, -0.54, -0.03], [-0.37, 0.13, 0.38], [0.34, 0.25, -0.23], [-0.36, -0.10, 0.10], [-0.20, 0.26, 0.40], [0.14, -0.31, -0.20], [0.67, -0.20, -0.13], [-0.89, -0.28, 0.46], [0.48, 0.32, 0.28], [-0.01, 0.28, -0.10], [0.07, -1.22, 0.57], [-0.49, 0.76, -0.06], [-1.07, 0.79, 0.75], [1.50, 0.64, -1.56], [-0.32, -0.85, 0.60], [-0.48, -0.34, 0.02], [-0.38, -0.13, 0.25], [1.41, 1.51, -0.52], [0.27, -0.84, 1.03], [-0.40, -0.93, 0.67], [0.05, 0.26, -0.13], [0.34, 0.38, 0.12], [0.03, 0.05, 0.62], [-0.13, 0.16, -0.12], [-0.11, -0.02, 0.03], [-0.06, 0.04, -0.06], [-0.15, 0.03, -0.02], [-0.36, 0.12, -0.02], [-0.40, 0.21, -0.10], [-0.42, 0.55, 0.26], [-0.07, 0.59, 0.16], [0.36, 0.25, -0.08], [0.19, -0.08, -0.05], [0.14, 0.42, 0.10], [-0.10, 0.03, 0.02], [0.24, 0.04, 0.08], [-0.01, -0.05, 0.11], [0.21, 0.09, 0.12], [0.02, -0.03, 0.39], [0.30, -0.22, -0.23], [0.07, 0.20, -0.50], [-0.18, 0.00, -0.06], [0.04, -0.27, -0.07], [-0.01, 0.08, 0.05], [-0.06, 0.14, 0.01], [0.19, 0.04, -0.03], [0.03, 0.05, 0.04], [0.05, 0.01, -0.07], [0.22, -0.07, 0.00], [0.13, -0.20, 0.01], [-0.07, -0.05, 0.03], [-0.01, 0.03, -0.02], [-0.06, 0.00, -0.34], [-0.01, -0.10, -0.14], [0.34, 0.10, -0.44], [-0.09, -0.52, 0.37], [0.36, -0.15, 0.13], [0.13, 0.11, 0.00], [0.05, 0.18, 0.05], [-0.08, 0.35, -0.13], [0.07, -0.09, 0.03], [-0.22, 0.10, -0.16], [0.09, -0.16, -0.11], [0.04, 0.02, -0.27], [-0.11, -0.07, 0.01], [-0.06, -0.11, -0.23], [0.04, -0.16, 0.04], [-0.05, 0.01, 0.07], [0.03, 0.00, -0.12], [0.02, 0.01, -0.02], [0.19, 0.02, -0.38], [-0.01, 0.01, 0.04], [0.00, 0.00, -0.01], [0.09, 0.14, 0.10], [-0.33, -0.02, 0.22], [-0.01, 0.00, 0.01], [0.00, 0.00, 0.00], [-0.01, 0.00, 0.01], [-0.02, -0.11, -0.03], [-0.13, 0.05, -0.06], [0.13, -0.05, 0.04], [0.02, 0.03, -0.02], [-0.03, 0.00, 0.00], [0.01, 0.02, 0.03], [0.07, -0.23, 0.18], [0.02, -0.09, 0.02], [-0.05, 0.08, 0.01], [-0.10, -0.11, 0.05], [0.07, -0.02, 0.00], [-0.01, -0.02, 0.04], [0.00, 0.01, -0.01], [-0.12, 0.04, 0.10], [0.08, -0.20, 0.05], [0.00, 0.00, 0.00], [0.01, 0.00, 0.00], [0.00, 0.00, 0.00], [0.02, 0.02, -0.28], [0.16, -0.21, 0.00], [-0.01, 0.06, 0.11], [-0.03, -0.01, 0.02], [-0.01, 0.00, -0.02], [-0.01, 0.02, 0.05], [-0.13, 0.23, 0.42], [-0.05, 0.06, 0.09], [0.06, -0.03, -0.11], [0.03, -0.03, -0.06], [-0.01, 0.01, -0.01], [0.00, -0.03, 0.03], [0.00, 0.00, 0.00], [-0.13, -0.13, -0.06], [0.23, -0.06, -0.30], [0.00, 0.00, -0.01], [0.00, 0.00, 0.00], [0.00, 0.00, 0.00], [0.06, -0.03, -0.01], [0.03, 0.10, 0.12], [-0.72, -0.17, -1.18], [-0.01, 0.02, 0.00], [-0.01, 0.00, 0.00], [0.00, 0.00, 0.01], [-0.01, 0.04, 0.07], [0.01, -0.09, -0.16], [-0.08, 0.47, -0.18], [-0.02, 0.02, 0.01], [0.00, -0.02, -0.03], [0.01, 0.00, -0.03], [-0.01, -0.03, -0.01], [0.11, -0.08, -0.03], [-0.06, 0.10, 0.08], [-0.01, 0.01, 0.00], [0.00, 0.00, 0.00], [0.00, 0.00, 0.00], [0.00, 0.01, 0.00], [-0.15, 0.08, 0.01], [0.12, -0.09, 0.19], [0.00, 0.01, 0.00], [0.01, 0.00, -0.01], [0.00, 0.00, 0.00]],
  "charge": 1,
  "orbital_gap_ev": 8.55,
  "mol_weight_g_mol": 1406.00
}